Computed, not measured: the ion C4H7N2O with charge +1 at a distorted geometry, with the ωB97M-V functional and the def2-TZVPD basis.

Last columns: bonded neighbours and bond lengths (Å).
Geometry (Å):
1 O 0.7153 0.5691 1.3421  N2 1.215
2 N 0.4770 0.9283 0.2061  O1 1.215, C3 1.440, C7 1.382
3 C 1.3657 0.2423 -0.6962  N2 1.440, C4 1.591, H8 1.115, H9 1.052
4 C 0.9659 -1.2266 -0.2324  C3 1.591, N5 1.267, H10 1.050
5 N -0.0371 -1.2868 0.5394  C4 1.267, C6 1.436
6 C -1.2596 -0.5349 0.5045  N5 1.436, C7 1.691, H11 1.141, H12 1.166
7 C -0.8817 1.0236 -0.0307  N2 1.382, C6 1.691, H13 1.160, H14 1.100
8 H 2.4090 0.5495 -0.4503  C3 1.115
9 H 1.0383 0.3932 -1.6844  C3 1.052
10 H 1.5840 -2.0739 -0.2869  C4 1.050
11 H -1.6315 -0.2695 1.5499  C6 1.141
12 H -1.9667 -1.1256 -0.2100  C6 1.166
13 H -1.2346 1.1529 -1.1281  C7 1.160
14 H -1.5439 1.6583 0.5769  C7 1.100

Summary:
Multiplicity: 1
Gap between HOMO and LUMO (alpha / beta): 8.2 / 8.2 eV
Net charge: +1
ΔE to the lowest compared entry with this formula, charge and spin: 629.73 kJ/mol
E_LUMO (alpha / beta): -0.255 / -0.255 Eh
HOMO (alpha / beta): -15.113 / -15.115 eV
Structure (SMILES): O=[N+]1CC=NCC1